{
  "formula": "C8H15N3O5",
  "method": "ωB97M-V/def2-TZVPD",
  "symbols": ["C", "C", "C", "C", "C", "C", "C", "C", "H", "H", "H", "H", "H", "H", "H", "H", "H", "H", "H", "H", "H", "H", "H", "N", "N", "N", "O", "O", "O", "O", "O"],
  "xyz": [[1.4587, -1.4391, -0.2938], [0.7372, -0.0504, -0.3750], [1.4253, -1.8928, -1.7682], [2.2144, -0.8827, -2.6694], [-0.2393, 1.8127, 0.8151], [-0.3798, 2.3441, 2.2648], [-1.7511, 1.7765, 0.3099], [-2.7071, 1.0474, 1.3180], [1.2660, -3.3397, 0.1296], [-0.1871, -2.7380, -0.3875], [2.5731, -1.4699, -0.0156], [0.4054, -2.0369, -2.0086], [3.0871, -2.8984, -1.9288], [1.0612, -0.0472, -3.1037], [2.6605, -1.6548, -3.5038], [3.1596, -0.2696, -2.2088], [0.5147, -0.0308, 1.7643], [0.2047, 2.6009, 0.0374], [-1.7916, 1.1258, -0.6310], [-1.9362, 2.9630, 0.0787], [-4.6213, 0.1642, 1.3116], [-4.3922, 1.3483, -0.0043], [0.3969, 1.7978, 3.8807], [0.5705, -2.4986, 0.5379], [0.6649, 0.5284, 0.9827], [-4.0230, 0.8773, 0.7566], [0.1057, 0.5237, -1.4634], [2.1326, -3.1894, -1.8166], [-1.1498, 3.2106, 2.7563], [-2.2223, 0.5525, 2.3185], [0.7622, 1.7651, 2.9164]],
  "largest_force_ha_per_bohr": 0.184,
  "e_above_lowest_kcal_mol": 183.94,
  "homo_ev": -9.705,
  "total_energy_ha": -854.0795,
  "molar_mass_g_mol": 233.22,
  "orbital_gap_ev": 10.1
}